Here is a molecular structure, C33H25BiCl2N7O2S2 from the OMol25 dataset. Energies are from the ωB97M-V functional and the def2-TZVPD basis.

Its total charge is +1. The total energy comes out at -101706.4582 eV. The LUMO energy comes out at -0.114 hartree. For the energy above the lowest of the compared OMol25 structures with the same formula, charge and spin, the calculation gives 7.5 kcal/mol. The spin multiplicity is 1. The HOMO energy comes out at -10.2 eV.

Positions of all 72 atoms, in Å:
Bi -0.460 1.765 0.216
C 0.229 -3.656 2.544
C -0.844 -3.491 1.475
N -0.284 -3.057 0.190
C 0.151 -4.147 -0.699
C -0.938 -4.542 -1.686
C -0.157 -1.789 -0.196
S -0.618 -0.615 1.043
N 0.324 -1.616 -1.420
C 0.598 -0.489 -2.060
O 0.448 0.694 -1.647
C 1.149 -0.659 -3.434
C 1.497 0.466 -4.183
C 2.006 0.323 -5.464
C 2.168 -0.946 -6.007
C 1.822 -2.068 -5.267
C 1.315 -1.927 -3.986
H -0.213 -4.059 3.455
H 0.687 -2.694 2.776
H 1.009 -4.343 2.214
H -1.601 -2.784 1.799
H -1.348 -4.439 1.288
H 0.408 -4.986 -0.054
H 1.048 -3.830 -1.222
H -1.847 -4.850 -1.167
H -0.598 -5.378 -2.299
H -1.176 -3.703 -2.340
H 1.367 1.450 -3.753
H 2.273 1.201 -6.038
H 2.564 -1.058 -7.008
H 1.948 -3.055 -5.693
H 1.041 -2.797 -3.405
S 5.425 1.930 5.829
N 5.532 1.566 4.265
C 4.309 1.671 3.771
C 3.931 1.450 2.389
C 4.863 1.107 1.409
C 4.436 0.946 0.114
C 3.085 1.129 -0.167
N 2.184 1.439 0.754
C 2.587 1.605 2.029
C 1.575 1.968 3.040
N 0.283 2.073 2.660
C -0.636 2.421 3.558
C -0.328 2.687 4.889
C 0.976 2.572 5.297
C 1.949 2.203 4.367
C 3.343 2.048 4.734
N 3.847 2.223 5.944
H 5.900 0.982 1.692
H 5.120 0.686 -0.681
H 2.719 1.025 -1.182
H -1.656 2.474 3.197
H -1.114 2.970 5.574
H 1.275 2.756 6.322
Cl -4.713 2.645 2.963
C -4.724 2.260 1.278
C -5.950 2.230 0.593
C -5.993 1.930 -0.736
Cl -7.519 1.891 -1.556
C -4.799 1.655 -1.446
C -4.741 1.356 -2.824
C -3.533 1.133 -3.422
C -2.364 1.204 -2.650
N -2.382 1.463 -1.361
C -3.577 1.690 -0.739
C -3.524 1.982 0.657
O -2.379 1.989 1.308
H -6.861 2.449 1.133
H -5.662 1.309 -3.389
H -3.460 0.906 -4.476
H -1.396 1.051 -3.109

Here are the Löwdin charges for atoms 1 to 6, given in e: atom 1 (Bi): 1.709, atom 2 (C): -0.069, atom 3 (C): -0.246, atom 4 (N): -0.120, atom 5 (C): -0.197, atom 6 (C): -0.064

=====

Here is 2 unconnected molecules or ions with the total composition H2N2O2 at a distorted geometry from the OMol25 dataset. Energies are from the ωB97M-V functional and the def2-TZVPD basis.

Its total charge is 0. The total energy comes out at -7101.5830 eV. The LUMO energy (alpha / beta) comes out at 0.005 / 0.008 hartree. For the energy above the lowest of the compared OMol25 structures with the same formula, charge and spin, the calculation gives 92.2 kcal/mol. The spin multiplicity is 1. The HOMO energy (alpha / beta) comes out at -8.5 / -9.3 eV.

Positions of all 6 atoms, in Å:
N -1.852 -0.031 -0.156
N -0.966 -0.675 0.140
O 1.690 -0.449 -0.031
O 0.630 0.344 -0.187
H -1.737 0.961 -0.426
H 2.236 -0.150 0.660

Table of Löwdin atomic charges, one value per atom, all in e: atom 1 (N): 0.061, atom 2 (N): 0.110, atom 3 (O): -0.096, atom 4 (O): -0.238, atom 5 (H): 0.106, atom 6 (H): 0.058

=====

Here is a single C7H10S2 molecule at a distorted geometry from the OMol25 dataset. Energies are from the ωB97M-V functional and the def2-TZVPD basis.

Its total charge is 0. The total energy comes out at -29086.5509 eV. The LUMO energy (alpha / beta) comes out at 0.001 / 0.001 hartree. For the energy above the lowest of the compared OMol25 structures with the same formula, charge and spin, the calculation gives 119.0 kcal/mol. The spin multiplicity is 1. The HOMO energy (alpha / beta) comes out at -7.5 / -7.5 eV.

Positions of all 19 atoms, in Å:
C -2.269 0.429 -0.904
C -1.826 1.738 -0.771
C 2.515 -0.092 0.613
C 1.605 -1.078 -0.142
C -1.413 -0.582 -0.375
C 1.232 0.411 -0.031
C 0.061 0.873 0.747
S -0.574 2.398 0.394
S -2.228 -1.630 0.792
H -3.316 0.289 -1.163
H -2.437 2.712 -1.118
H 2.714 -0.188 1.691
H 3.393 0.053 -0.048
H 2.097 -1.430 -1.076
H 0.907 -1.757 0.310
H -0.465 -1.036 -0.831
H 1.401 0.988 -0.865
H 0.030 0.616 1.874
H -1.426 -2.716 0.905

Here are the Löwdin charges for atoms 1 to 6, given in e: atom 1 (C): -0.283, atom 2 (C): -0.360, atom 3 (C): -0.106, atom 4 (C): -0.140, atom 5 (C): -0.550, atom 6 (C): -0.399

=====

Here is a molecular structure, C4H22NO9 at a distorted geometry from the OMol25 dataset. Energies are from the ωB97M-V functional and the def2-TZVPD basis.

Its total charge is -1. The total energy comes out at -24423.9899 eV. The LUMO energy comes out at 0.111 hartree. For the energy above the lowest of the compared OMol25 structures with the same formula, charge and spin, the calculation gives 68.3 kcal/mol. The spin multiplicity is 1. The HOMO energy comes out at -6.7 eV.

Positions of all 36 atoms, in Å:
O -0.322 1.959 -2.499
C -0.468 1.245 -1.485
N -0.343 -0.085 -1.595
C 2.883 0.835 -2.052
O 3.409 0.818 -0.970
C -0.711 1.893 -0.136
C -1.858 2.896 -0.299
H 0.098 -0.429 -2.426
H 2.053 1.451 -2.420
H 3.145 -0.014 -2.717
H -1.169 1.118 0.578
H 0.238 2.154 0.351
H -2.638 2.380 -0.848
H -1.516 3.825 -0.744
H -2.379 2.978 0.683
H -0.003 -2.762 2.294
H -1.322 -2.217 2.931
O -0.565 -2.863 3.074
H 1.933 -0.928 1.367
H 1.267 -2.273 1.721
O 2.100 -1.786 1.767
H -1.167 -2.805 -0.739
H -0.684 -0.653 -0.784
O -0.585 -2.322 -0.139
H -1.400 -2.085 0.790
H -2.568 -2.823 1.419
O -2.304 -1.902 1.533
H -0.798 -0.319 2.841
H -2.219 -0.026 2.595
O -1.434 0.383 3.028
H 1.020 -2.733 -0.835
H 2.550 -2.978 -0.721
O 1.808 -3.053 -1.326
H 2.058 3.765 -1.111
H 0.687 3.286 -1.704
O 1.202 4.071 -1.422

Here are the Löwdin charges for atoms 1 to 6, given in e: atom 1 (O): -0.038, atom 2 (C): -0.561, atom 3 (N): 0.187, atom 4 (C): -0.138, atom 5 (O): -0.013, atom 6 (C): -0.173

=====

Here is 2 unconnected molecules or ions with the total composition C3H11NS at a distorted geometry from the OMol25 dataset. Energies are from the ωB97M-V functional and the def2-TZVPD basis.

Its total charge is 0. The total energy comes out at -15611.4728 eV. The LUMO energy comes out at -0.051 hartree. For the energy above the lowest of the compared OMol25 structures with the same formula, charge and spin, the calculation gives 75.6 kcal/mol. The spin multiplicity is 1. The HOMO energy comes out at -5.3 eV.

Positions of all 16 atoms, in Å:
N 1.868 -1.532 -0.048
H 1.639 -1.539 -1.039
H 1.495 -2.336 0.434
H 2.856 -1.386 0.139
H 1.345 -0.694 0.322
C 0.362 1.038 0.291
C -0.787 0.028 0.276
C -1.964 0.609 -0.540
S -2.524 2.182 0.173
H 0.876 1.184 -0.666
H 1.089 0.903 1.109
H -0.134 1.992 0.517
H -0.607 -0.974 -0.149
H -1.136 -0.103 1.303
H -2.761 -0.137 -0.555
H -1.615 0.763 -1.569

Here are the Löwdin charges for atoms 1 to 6, given in e: atom 1 (N): 0.290, atom 2 (H): 0.152, atom 3 (H): 0.144, atom 4 (H): 0.149, atom 5 (H): 0.065, atom 6 (C): -0.214

=====

Here is 8 unconnected molecules or ions with the total composition C25H29F7O22 at a distorted geometry from the OMol25 dataset. Energies are from the ωB97M-V functional and the def2-TZVPD basis.

Its total charge is 0. The total energy comes out at -90463.0245 eV. The SMILES is O=C1OC[C@@H](F)O1.O=C1OC[C@@H](F)O1.O=C1OC[C@@H](F)O1.O=C1OC[C@@H](F)O1.O=C1OC[C@@H](F)O1.O=C1OC[C@@H](F)O1.O=C1OC[C@@H](F)O1.C1CCOC1. The LUMO energy comes out at -0.006 hartree. For the energy above the lowest of the compared OMol25 structures with the same formula, charge and spin, the calculation gives 0.0 kcal/mol. The spin multiplicity is 1. The HOMO energy comes out at -9.8 eV.

Positions of all 83 atoms, in Å:
C 34.810 -17.481 8.513
C 33.652 -16.640 9.073
O 33.395 -17.322 10.270
C 34.510 -18.005 10.639
O 34.567 -18.635 11.640
O 35.475 -17.785 9.752
F 32.566 -16.708 8.264
H 35.437 -16.862 7.877
H 34.486 -18.384 8.002
H 33.907 -15.593 9.246
C 31.989 -9.203 5.038
C 32.817 -10.484 5.194
O 33.912 -10.008 5.938
C 34.066 -8.684 5.779
O 34.904 -8.021 6.307
O 32.989 -8.180 5.166
F 33.213 -10.924 3.967
H 31.380 -9.019 5.926
H 31.389 -9.145 4.137
H 32.272 -11.250 5.738
C 34.964 -14.608 13.146
C 34.377 -13.636 12.085
O 33.530 -12.824 12.848
C 33.260 -13.424 14.021
O 32.466 -13.011 14.797
O 33.973 -14.538 14.165
F 33.696 -14.408 11.172
H 35.872 -14.148 13.548
H 35.201 -15.615 12.819
H 35.162 -13.088 11.573
C 36.684 -9.699 8.447
C 37.359 -10.484 9.571
O 37.310 -9.544 10.658
C 36.340 -8.624 10.385
O 35.997 -7.768 11.134
O 35.728 -8.974 9.245
F 38.700 -10.657 9.325
H 36.105 -10.295 7.750
H 37.376 -9.050 7.910
H 36.840 -11.430 9.746
C 30.698 -5.914 7.098
C 29.715 -5.451 8.172
O 28.968 -6.666 8.391
C 29.777 -7.708 8.152
O 29.592 -8.842 8.449
O 30.799 -7.294 7.392
F 28.787 -4.543 7.832
H 31.693 -5.487 7.156
H 30.185 -5.757 6.144
H 30.213 -5.153 9.097
C 36.470 -13.562 4.990
C 36.629 -13.789 6.468
O 35.536 -14.661 6.721
C 34.597 -14.509 5.738
O 33.519 -14.997 5.726
O 35.080 -13.687 4.800
F 36.375 -12.629 7.167
H 37.022 -14.330 4.441
H 36.822 -12.584 4.669
H 37.555 -14.205 6.854
C 35.404 -10.125 13.399
C 36.510 -9.380 14.156
O 37.108 -10.430 14.895
C 36.962 -11.557 14.193
O 37.518 -12.584 14.402
O 36.124 -11.349 13.151
F 35.915 -8.483 15.003
H 35.147 -9.626 12.473
H 34.564 -10.264 14.079
H 37.207 -8.824 13.528
C 33.369 -11.155 9.877
C 33.746 -12.188 8.830
C 32.417 -12.483 8.203
O 31.760 -11.213 8.130
C 32.348 -10.315 9.096
H 34.257 -10.624 10.214
H 32.927 -11.610 10.765
H 34.232 -13.128 9.113
H 34.479 -11.786 8.129
H 31.768 -13.129 8.802
H 32.506 -12.940 7.213
H 31.563 -9.832 9.668
H 32.947 -9.564 8.568

Here are the Löwdin charges for atoms 1 to 6, given in e: atom 1 (C): -0.026, atom 2 (C): -0.319, atom 3 (O): 0.131, atom 4 (C): -0.584, atom 5 (O): 0.186, atom 6 (O): 0.079

=====

> Among the records above, which one has the lowest energy above the lowest of the compared OMol25 structures with the same formula, charge and spin?

C25H29F7O22

=====

> Which of these has the highest energy above the lowest of the compared OMol25 structures with the same formula, charge and spin?

C7H10S2